*one*
Computed, not measured: a cluster of 2 separate species, C5H13N2O2 in total, with ωB97M-V with the def2-TZVPD basis set.

XYZ file:
```
22
Properties=species:S:1:pos:R:3
C 2.219 0.250 -0.839
C 1.471 -0.059 0.489
C 0.756 0.250 -0.772
C 1.510 -1.388 1.128
C -1.897 0.937 0.922
N -2.769 1.706 0.190
N -0.205 -0.624 -1.455
O -2.223 -0.360 0.483
O -0.996 1.262 1.611
H 2.776 1.137 -1.006
H 2.671 -0.691 -1.370
H 1.572 0.808 1.113
H 0.445 -1.827 1.226
H 1.809 -1.235 2.180
H 2.262 -1.998 0.584
H -3.258 1.151 -0.456
H -2.882 2.768 0.228
H -1.171 -0.479 -0.893
H 0.172 -1.664 -1.471
H -0.466 -0.301 -2.436
H -2.198 -0.937 1.251
H 0.401 1.292 -0.706
```

Output
- total charge = +1
- highest occupied orbital energy (eV) = -14.112
- HOMO-LUMO gap (Eh) = 0.392
- LUMO energy (eV) = -3.4

---

*two*
Computed, not measured: a cluster of 3 separate species, C5H13N2O2 in total, with ωB97M-V with the def2-TZVPD basis set.

XYZ file:
```
22
Properties=species:S:1:pos:R:3
C -2.534 1.737 -0.892
C 3.388 -0.282 -0.372
C 1.831 -1.220 1.195
C -2.476 0.740 0.293
C 1.992 -0.376 0.034
N 0.992 0.300 -0.528
N -2.525 -2.154 0.086
O -3.544 -1.753 -0.142
O -1.402 -0.162 0.301
H -2.222 2.788 -0.834
H -2.069 1.202 -1.762
H -3.693 1.930 -0.917
H 3.723 -1.380 -0.418
H 3.629 0.357 -1.095
H 4.015 0.187 0.496
H 2.124 -2.171 0.999
H 0.907 -1.194 1.674
H 2.535 -0.859 2.058
H -3.345 0.044 0.229
H -2.507 1.253 1.209
H -0.026 0.177 -0.250
H 1.207 0.836 -1.364
```

Output
- total charge = +1
- highest occupied orbital energy (spin up / spin down) (eV) = -13.065 / -13.066
- HOMO-LUMO gap (spin up / spin down) (Eh) = 0.280 / 0.280
- LUMO energy (spin up / spin down) (eV) = -5.4 / -5.4

---

The calculated energies rank the structures as follows, beginning with the most stable: *one*, *two*.

---

*one*
Computed, not measured: a cluster of 2 separate species, C2H4ClOP in total, with ωB97M-V with the def2-TZVPD basis set.

XYZ file:
```
9
Properties=species:S:1:pos:R:3
C 1.544 -0.286 0.120
C -1.280 -0.701 -0.371
O 2.367 -1.001 0.524
P -1.372 0.940 0.258
Cl 2.003 1.516 0.033
H -1.044 -0.845 -1.520
H -1.236 -1.483 0.247
H -0.473 1.232 -0.703
H -0.509 0.629 1.411
```

Output
- highest occupied orbital energy (spin up / spin down) (eV) = -8.025 / -9.505
- HOMO-LUMO gap (spin up / spin down) (Eh) = 0.217 / 0.333
- LUMO energy (spin up / spin down) (eV) = -2.1 / -0.4

---

*two*
Computed, not measured: an isolated molecule of C2H4ClOP, with ωB97M-V with the def2-TZVPD basis set.

XYZ file:
```
9
Properties=species:S:1:pos:R:3
C -0.603 0.303 -0.008
C 1.723 -0.911 0.153
O 0.399 -0.345 2.552
P 0.416 -0.542 1.093
Cl 1.382 -0.993 -1.539
H 0.049 1.082 -0.224
H -0.758 -0.399 -0.759
H -1.599 0.826 0.385
H 2.514 -1.614 0.513
```

Output
- highest occupied orbital energy (eV) = -8.917
- HOMO-LUMO gap (Eh) = 0.320
- LUMO energy (eV) = -0.2

---

The calculated energies rank the structures as follows, beginning with the most stable: *two*, *one*.